The following is a DFT calculation (ωB97M-V/def2-TZVPD) of a molecular structure, C16H45F6N4O5PPb at a distorted geometry.

XYZ file:
```
78
Properties=species:S:1:pos:R:3:forces:R:3
Pb -0.273049 0.377023 0.439757 -0.163 0.718 0.722
P 3.579534 -1.669220 0.460963 -0.481 -0.082 -0.389
F 5.012996 -2.320925 0.546337 0.508 -0.188 0.000
F 3.077324 -2.785532 -0.601469 -0.010 -0.036 -0.086
F 3.049667 -2.585890 1.670271 -0.115 -0.210 0.233
F 3.984681 -0.527047 1.529807 0.118 0.371 0.208
F 2.084544 -0.977431 0.354645 -0.065 -0.108 0.194
F 4.037122 -0.714932 -0.755653 0.188 0.115 -0.097
O -2.307870 -0.975149 -0.435906 0.338 0.270 -0.498
O -1.810527 -4.070350 2.651788 -0.357 0.078 -0.002
O -0.662753 3.938483 -3.327825 -0.121 0.745 -0.308
O -1.894116 1.676072 1.576383 0.547 -0.508 -0.097
O 1.800787 2.030631 -0.372882 -0.269 0.374 0.149
N 0.277910 -0.842311 -1.959283 -0.191 -0.616 -1.271
N -0.869320 -1.608661 2.272565 -0.181 -0.547 2.024
N -1.171294 2.488864 -0.920350 -0.518 0.059 -0.478
N 1.429675 1.254054 2.395421 0.375 0.695 0.048
C -0.287430 4.422110 -4.602256 -0.081 -0.066 0.075
C -0.557773 -3.919089 3.256842 0.767 0.382 0.420
C -1.905318 2.275752 -2.183262 -0.658 0.104 0.407
C -3.623573 -1.154480 0.014616 -0.593 0.149 -0.052
C -0.983431 2.583725 -3.339999 0.419 -1.099 0.427
C -0.909287 -1.685301 -2.305976 0.645 -0.117 0.672
C 2.608267 2.520333 0.676364 0.256 -0.593 0.044
C 2.401435 3.477087 2.982644 -0.278 0.395 0.420
C 0.958131 -2.007269 3.915868 0.797 1.083 -0.382
C 1.753668 2.632516 1.911131 -0.411 -0.596 0.280
C -0.498859 -2.961698 -3.019323 0.111 0.235 -0.781
C 2.482779 2.020962 -1.595965 0.726 0.181 -0.195
C -1.678191 -2.087840 -1.046904 -0.064 -0.010 -0.388
C -2.017760 -5.328435 2.066110 0.360 0.079 -0.735
C -3.178290 3.123982 -2.254357 0.060 0.514 0.031
C 0.126589 -2.602759 2.813824 -0.385 -0.363 -0.733
H -0.159650 5.500481 -4.554518 0.100 0.010 0.220
H -1.790887 2.512889 -0.093034 0.138 0.082 -0.261
H 0.173511 -2.706152 -3.843632 -0.008 -0.057 0.038
H 3.414853 1.786706 0.852510 0.020 0.276 0.055
H -1.764987 -2.112025 2.321923 0.202 0.090 -0.808
H 0.812595 -2.873963 2.011546 -0.103 0.193 -0.154
H -1.296674 -5.493306 1.247942 0.004 -0.053 0.215
H -2.202401 1.222144 -2.253780 0.224 -0.014 0.038
H -3.720458 -2.049554 0.634168 -0.017 -0.008 0.024
H -3.565155 3.218846 -3.272958 -0.031 -0.184 0.035
H -3.893594 -0.268730 0.587536 0.161 -0.044 0.167
H -0.749422 3.411995 -1.006193 0.204 -0.162 0.257
H 1.604719 -2.733655 4.405382 -0.252 -0.111 0.204
H 3.317618 3.035496 3.375146 0.112 0.001 -0.157
H 3.071737 3.481076 0.420884 -0.188 0.035 -0.103
H -1.022644 -1.003915 3.090687 0.121 0.412 -0.523
H 1.803635 1.704773 -2.381103 -0.057 -0.082 0.045
H 0.048827 -3.643081 -2.368576 -0.130 -0.065 0.114
H -4.318392 -1.203931 -0.834770 0.082 -0.230 0.050
H -1.571151 -1.100274 -2.945285 -0.033 0.104 0.040
H -1.437086 2.243825 -4.277959 -0.089 0.292 -0.097
H 0.774682 3.055767 1.654557 0.204 0.257 -0.186
H 3.349504 1.354044 -1.543019 -0.128 -0.076 -0.129
H -1.364102 -3.447808 -3.475213 0.045 -0.210 0.206
H 1.047713 1.369748 3.330857 -0.013 -0.289 -0.014
H -1.001182 -2.538882 -0.311036 0.022 -0.171 -0.089
H 0.117021 -4.734642 2.975729 -0.100 -0.062 0.083
H -1.492320 1.851311 2.433978 -0.261 0.102 0.084
H 1.655572 -1.286786 3.466833 -0.056 -0.189 -0.006
H -1.902892 -6.132269 2.793246 -0.280 -0.124 0.020
H 2.307730 0.737303 2.479830 -0.211 -0.123 -0.021
H 1.709110 3.588877 3.823795 0.076 -0.086 -0.004
H 0.378580 -1.398115 4.618647 -0.167 -0.539 0.261
H 2.852579 3.031634 -1.827862 -0.139 -0.075 -0.069
H -1.085368 4.225956 -5.328255 0.145 -0.123 -0.066
H 0.589875 -0.415472 -2.834773 -0.187 0.211 0.217
H -2.996685 -5.295129 1.595951 -0.203 -0.260 0.270
H -2.409645 -2.833046 -1.377798 -0.136 0.048 0.323
H -2.942636 4.136931 -1.916925 -0.009 -0.021 -0.092
H 1.067203 -1.467899 -1.765790 -0.200 0.106 0.500
H -0.066170 1.987544 -3.181633 -0.122 0.058 -0.239
H 0.650501 3.955717 -4.920345 -0.037 0.029 -0.178
H 2.590126 4.493082 2.628254 0.179 -0.085 -0.054
H -0.648293 -3.926921 4.351884 -0.231 -0.070 -0.062
H -3.972135 2.762160 -1.600788 0.077 -0.203 -0.014
```
Forces are in eV/Å.

DFT total energy = -2365.448183 Ha
lowest unoccupied orbital energy = 0.48 eV
HOMO = -8.0 eV
orbital gap = 8.53 eV


The following is a DFT calculation (ωB97M-V/def2-TZVPD) of a molecular structure, C20H32N6O7V at a distorted geometry.

XYZ file:
```
66
Properties=species:S:1:pos:R:3:forces:R:3
V -0.376826 -0.517401 -0.126836 1.578 -3.201 1.103
O 0.170752 1.330643 2.120188 -1.058 -0.245 -1.211
O -0.582217 -0.132894 -3.499527 0.854 0.871 0.172
O -0.687206 -2.631043 -1.964613 0.634 0.375 0.235
O -0.805058 -1.859698 1.448789 0.089 1.083 -1.404
O 2.177750 0.208877 1.190325 -0.377 0.593 0.536
O 2.963535 3.155811 -0.732640 -0.104 -0.066 -0.070
O -2.798901 -0.394327 -1.812899 0.576 0.876 0.567
N 1.498778 -0.586791 0.395514 1.708 -1.518 -0.629
N -1.240347 -1.387499 3.665979 0.613 -0.125 -0.853
N -2.336214 -1.227959 4.442271 -0.672 -0.117 0.882
N 0.172683 -2.026306 -1.228917 1.033 -1.571 -0.166
N -0.588576 1.016164 1.022199 -1.708 3.829 2.002
N -1.965092 0.257193 -0.888736 -3.444 1.639 -0.121
C -2.278812 -1.230920 5.892386 -0.340 -0.220 0.537
C -2.498017 1.306119 -0.232162 -0.271 -2.988 -2.478
C 0.527973 -0.219694 4.913054 0.047 -0.103 -0.034
C 1.819336 -3.826566 -1.472062 0.372 -0.301 0.114
C 0.372112 0.645119 -2.728521 -0.299 -0.276 -0.648
C 2.072942 -1.791208 0.089118 -0.800 2.025 0.596
C 0.993030 -2.323816 3.799467 -0.163 -0.136 0.272
C 3.266763 -2.195493 0.873948 0.534 -0.385 -0.121
C -3.845725 1.811528 -0.538895 -0.460 0.310 -0.102
C 2.718774 -1.230156 5.100761 -0.101 -0.171 -0.152
C -3.445207 -1.466672 3.710100 0.462 0.350 -0.001
C -1.736685 1.713111 0.885969 3.218 -1.151 1.917
C -2.220423 2.591216 1.970819 -0.376 0.689 0.016
C 0.099905 -1.309257 4.149573 0.753 0.136 -0.005
C -3.059211 -1.643965 2.405503 0.402 -0.141 -0.450
C -1.639149 -1.648462 2.379959 -0.601 0.236 0.691
C -4.788812 -1.562554 4.326274 -0.605 0.071 -0.038
C 2.298427 -2.294071 4.292841 -0.147 0.294 0.084
C 1.832997 -0.194749 5.410102 -0.108 -0.107 -0.171
C 1.388962 -2.538301 -0.898031 -1.723 -0.162 -0.751
H -1.293755 -0.920959 6.245366 -0.311 -0.131 -0.134
H -3.684735 -1.777668 1.540642 -0.073 -0.187 0.032
H -2.825828 1.994481 2.672872 0.117 0.132 -0.184
H -2.853032 3.388898 1.563035 0.075 -0.165 0.196
H 2.039543 -3.733868 -2.538778 -0.183 -0.039 0.027
H 1.109886 0.935878 1.832502 0.522 -0.359 -0.052
H -0.159493 1.263571 -1.990890 0.074 0.146 -0.286
H -0.477784 0.134939 -4.425513 -0.172 -0.253 0.384
H 2.188693 3.441373 -1.230719 0.148 -0.139 0.072
H 2.981770 -2.436712 1.915044 0.018 0.275 -0.564
H 0.645295 -3.138255 3.161418 0.157 0.206 0.232
H -4.309092 1.225490 -1.331891 0.072 0.139 0.129
H -5.521430 -1.710075 3.521944 0.158 0.058 0.307
H 0.954952 1.302727 -3.391485 -0.104 -0.157 0.437
H -5.066811 -0.654520 4.881600 0.124 -0.272 -0.129
H -2.199337 -0.916378 -2.398078 0.142 0.171 0.381
H -3.030202 -0.520413 6.262528 0.273 -0.218 -0.072
H 1.049464 -4.588764 -1.332350 -0.016 0.069 -0.140
H 2.155590 0.642198 6.031676 -0.077 -0.254 -0.241
H -4.466681 1.773014 0.359998 0.001 -0.072 -0.029
H -2.512753 -2.233984 6.288092 0.162 0.350 -0.118
H 1.064799 -0.019973 -2.195103 0.022 0.010 -0.279
H 2.982655 -3.108749 4.040473 -0.214 0.329 0.151
H 2.909538 2.194139 -0.653382 -0.073 0.157 0.097
H 3.989555 -1.369833 0.923715 -0.245 -0.215 -0.009
H -1.398529 3.035656 2.537815 -0.080 -0.151 -0.230
H -3.816155 2.865909 -0.832016 0.082 -0.077 -0.027
H 2.729340 -4.151070 -0.975251 0.027 -0.175 -0.081
H -0.162222 0.601783 5.108492 0.237 -0.168 -0.023
H -4.868328 -2.424852 5.008161 0.128 0.308 -0.203
H 3.753147 -3.081216 0.447002 -0.136 0.285 0.103
H 3.745493 -1.207194 5.471745 -0.369 0.007 -0.070
```
Forces are in eV/Å.

DFT total energy = -2580.097272 Ha
lowest unoccupied orbital energy (alpha / beta) = -4.26 / -4.55 eV
ΔE to the lowest compared entry with this formula, charge and spin = 0.000 eV
HOMO (alpha / beta) = -9.9 / -9.9 eV
orbital gap (alpha / beta) = 5.62 / 5.38 eV
spin multiplicity = 3
total charge = +1


The following is a DFT calculation (ωB97M-V/def2-TZVPD) of 2 unconnected molecules or ions with the total composition C3HBrF2 at a distorted geometry.

XYZ file:
```
7
Properties=species:S:1:pos:R:3:forces:R:3
Br -2.431946 2.766545 0.083440 0.727 -0.841 0.078
F 2.171484 -0.861692 -0.832317 0.152 0.304 -0.164
F 0.565580 -2.290201 -0.954772 0.029 0.804 0.173
C 0.058501 -0.156284 -0.025593 1.535 -1.568 -1.148
C -0.580005 0.623711 0.682815 -0.215 0.580 -0.539
C 0.911053 -1.060059 -0.615099 -1.721 0.334 0.779
H -0.694667 0.977979 1.661526 -0.507 0.387 0.820
```
Forces are in eV/Å.

DFT total energy = -2888.496205 Ha
lowest unoccupied orbital energy (alpha / beta) = -2.87 / -1.69 eV
ΔE to the lowest compared entry with this formula, charge and spin = 2.266 eV
HOMO (alpha / beta) = -9.1 / -10.2 eV
orbital gap (alpha / beta) = 6.19 / 8.51 eV


The following is a DFT calculation (ωB97M-V/def2-TZVPD) of a molecular structure, C5H9NO2 at a distorted geometry.

XYZ file:
```
17
Properties=species:S:1:pos:R:3:forces:R:3
O -0.649207 1.848372 -1.602213 -4.781 -2.282 4.552
O 0.490252 0.408832 2.479967 -0.515 5.202 -0.142
N 0.789761 -1.618383 0.074488 5.047 -4.543 0.187
C -1.328921 1.292468 -0.608853 3.152 2.078 -1.366
C 0.261932 -0.586488 -0.513292 0.483 2.216 -1.926
C 0.903507 -0.320826 -2.009593 -0.049 -3.302 2.020
C -0.571889 0.205759 0.197956 -3.097 2.622 0.566
C -0.757776 0.184471 1.838630 2.169 -3.566 -3.914
H 1.594601 0.530148 -1.915997 -0.734 -0.293 -0.636
H -1.314702 0.955891 2.058895 -3.358 4.093 0.694
H 0.434895 1.560488 2.429650 1.189 -5.268 0.477
H 1.638067 -2.016335 -0.616051 -2.906 0.898 3.417
H 0.132814 -0.408313 -2.750003 -0.457 1.411 -0.377
H 1.463807 -1.318630 -2.350782 -0.504 1.920 1.262
H -2.558105 1.726197 -0.104714 3.664 -1.183 -1.800
H -1.339525 -0.645184 2.243519 0.720 -0.647 -0.065
H 0.810489 -1.798469 1.148393 -0.024 0.642 -2.948
```
Forces are in eV/Å.

DFT total energy = -400.961578 Ha
lowest unoccupied orbital energy = 0.47 eV
ΔE to the lowest compared entry with this formula, charge and spin = 5.855 eV
HOMO = -8.1 eV
orbital gap = 8.55 eV


The following is a DFT calculation (ωB97M-V/def2-TZVPD) of 2 unconnected molecules or ions with the total composition C12H10N3O6S at a distorted geometry.

XYZ file:
```
32
Properties=species:S:1:pos:R:3:forces:R:3
S 0.250540 -1.352377 -2.157684 -1.356 0.380 1.906
O -4.805822 -0.455455 2.414510 -0.085 -0.260 0.120
O -0.548381 -1.515985 -3.337943 0.260 0.085 0.455
O -2.566001 -2.254210 0.187706 1.926 1.748 -1.088
O 1.057634 -2.417648 -1.633898 -0.365 0.469 -0.310
O -3.241583 -3.190049 5.734985 -0.016 -0.010 0.057
O -0.201849 -0.567687 3.534959 0.086 -0.230 0.191
N -0.889665 -0.825333 -0.782495 1.584 -0.181 -1.735
N -1.751355 -1.845153 4.601766 -0.465 -0.846 0.786
N -3.978103 -1.815029 4.037088 0.036 -0.854 0.916
C 2.455724 0.207233 -1.621345 -0.221 -0.055 0.017
C -3.801038 -0.872933 3.002630 0.827 0.524 -0.367
C 3.288396 1.302875 -1.834069 -0.112 -0.002 -0.155
C 3.866717 3.450899 -3.033687 0.121 0.160 -0.004
C -1.734801 -1.552731 -0.279210 -1.487 -2.084 0.423
C -1.385294 -0.923994 3.598514 -0.613 0.525 -0.779
C 0.922041 1.066207 -3.297988 -0.022 -0.012 0.140
C 2.961115 2.280518 -2.780484 -0.236 -0.248 0.101
C 1.270978 0.100694 -2.351646 0.033 0.053 0.068
C -2.451225 -0.497288 2.761413 -0.139 -0.213 0.743
C 1.766209 2.156074 -3.497415 -0.106 -0.270 0.056
C -3.011479 -2.361232 4.868939 0.335 1.162 -1.279
H -1.019391 -2.210120 5.191537 0.086 0.124 -0.114
H -4.912287 -2.154701 4.206030 -0.025 0.138 -0.129
H -2.256496 0.267893 2.030707 0.042 0.072 -0.101
H 1.492630 2.919294 -4.227530 0.079 -0.204 0.163
H 4.211392 1.398499 -1.260391 -0.243 -0.054 -0.153
H 2.715197 -0.563863 -0.898750 -0.079 0.180 -0.138
H 4.193095 3.475195 -4.081191 -0.045 -0.024 0.202
H 0.000508 0.955202 -3.866258 0.205 0.029 0.135
H 3.349095 4.397256 -2.832964 0.106 -0.173 -0.009
H 4.753499 3.397948 -2.395835 -0.110 0.072 -0.118
```
Forces are in eV/Å.

DFT total energy = -1477.304487 Ha
lowest unoccupied orbital energy = 1.99 eV
ΔE to the lowest compared entry with this formula, charge and spin = 0.000 eV
HOMO = -3.8 eV
orbital gap = 5.80 eV
total charge = -1


The following is a DFT calculation (ωB97M-V/def2-TZVPD) of a molecular structure, C20H19IrN3S at a distorted geometry.

XYZ file:
```
44
Properties=species:S:1:pos:R:3:forces:R:3
Ir -0.093418 0.319576 0.049603 -0.455 0.988 0.434
S -2.004979 -0.831948 0.180607 0.185 -0.364 -0.367
N -0.222116 -0.614513 1.946706 -0.009 -0.077 -0.142
N 0.426909 2.193100 0.765734 0.423 -0.250 -0.238
N -0.474164 1.149325 -1.834497 0.021 -0.050 -0.068
C -0.105036 -1.432428 4.163269 -0.016 -0.001 -0.009
C -1.459208 -1.138986 1.840728 0.237 -0.213 -0.024
C 3.417448 -0.078713 -2.294379 0.036 -0.033 -0.054
C -0.876721 -0.798167 -4.984213 -0.019 -0.002 -0.004
C 0.453927 -0.766803 3.084716 0.011 0.156 0.098
C 4.071980 -0.113122 0.028530 -0.071 -0.068 0.269
C 2.747745 -0.193961 0.403753 0.005 -0.045 -0.258
C 1.324196 -1.185165 -4.098344 0.006 0.004 -0.023
C -1.386102 -1.949796 4.051569 0.012 -0.002 -0.040
C 4.404590 -0.041261 -1.321025 0.041 0.005 -0.132
C 1.061805 -0.349019 -3.015446 -0.053 0.058 0.054
C 1.027933 4.585299 1.596351 -0.022 -0.007 0.046
C -0.189503 0.256725 -2.955872 -0.012 -0.042 0.022
C -1.157506 0.044375 -3.917426 0.030 0.014 -0.005
C 0.685780 3.248994 1.128380 -0.043 0.027 0.003
C -2.089654 -1.809313 2.856323 0.025 -0.012 0.081
C 1.797780 4.551355 2.923760 -0.004 -0.003 -0.001
C 1.735691 -0.113198 -0.578612 -0.199 -0.099 0.445
C 2.072688 -0.154071 -1.956377 -0.149 -0.077 -0.023
C 0.364819 -1.407521 -5.073590 0.017 -0.014 -0.013
H 5.442337 0.012946 -1.621800 0.010 0.005 0.027
H 0.464584 -1.536929 5.074955 -0.004 -0.004 0.002
H -3.079943 -2.219875 2.719601 -0.003 0.006 0.005
H 2.712033 3.967890 2.834186 0.006 0.009 -0.004
H 0.584536 -2.068033 -5.900724 0.003 -0.001 0.002
H -1.457808 1.409032 -1.891644 0.009 0.067 0.046
H 2.279135 -1.690465 -4.157762 -0.013 -0.014 -0.010
H 3.697342 -0.058885 -3.339685 -0.014 0.017 0.007
H 2.493818 -0.282286 1.449398 -0.006 0.063 -0.051
H 1.184352 4.137837 3.721658 0.003 -0.003 -0.001
H 4.847078 -0.119458 0.782803 0.008 -0.006 -0.005
H 0.050152 2.018435 -1.939676 0.033 -0.039 -0.049
H 2.067278 5.569927 3.191629 -0.006 0.001 0.007
H 1.610993 5.057950 0.802678 0.002 -0.006 -0.001
H -1.627868 -0.973852 -5.741523 -0.001 0.001 0.001
H 1.442366 -0.333260 3.149793 -0.030 -0.004 -0.025
H -2.120979 0.537033 -3.850700 0.001 0.005 0.003
H -1.836199 -2.475032 4.883340 0.000 0.005 0.002
H 0.091776 5.140982 1.687680 0.003 0.006 -0.003
```
Forces are in eV/Å.

DFT total energy = -1439.763456 Ha
lowest unoccupied orbital energy (alpha / beta) = -7.75 / -9.10 eV
ΔE to the lowest compared entry with this formula, charge and spin = 0.776 eV
HOMO (alpha / beta) = -14.6 / -14.6 eV
orbital gap (alpha / beta) = 6.84 / 5.54 eV
spin multiplicity = 2
total charge = +2